Record 1
Below is a 12-piece molecular cluster, C50H90N2O10 overall in a non-equilibrium geometry, with properties calculated with wB97M-V/def2-TZVPD.

Structure (ORCA input):
```
! RIJCOSX wB97M-V def2-TZVPD def2/J DEFGRID3
* xyz 0 1
C -1.921 2.096 -7.165
C -1.544 2.289 -5.701
C -2.806 1.998 -4.943
O -3.386 0.924 -5.696
C -3.087 1.083 -7.073
H -1.098 1.741 -7.780
H -2.339 2.989 -7.632
H -1.205 3.298 -5.457
H -0.769 1.571 -5.425
H -3.521 2.831 -4.943
H -2.658 1.641 -3.925
H -3.930 1.426 -7.682
H -2.834 0.099 -7.474
C 5.690 2.566 -0.457
C 5.329 3.876 0.179
C 4.049 3.551 0.988
O 3.987 2.115 1.055
C 5.207 1.578 0.590
H 6.745 2.429 -0.700
H 5.163 2.375 -1.396
H 5.095 4.703 -0.498
H 6.107 4.312 0.809
H 3.146 3.833 0.438
H 3.935 3.971 1.989
H 5.089 0.560 0.211
H 5.926 1.459 1.413
C -2.916 -1.100 3.576
C -2.085 0.141 3.261
C -2.265 1.040 4.513
O -3.352 0.488 5.244
C -3.291 -0.931 5.052
H -2.317 -2.012 3.493
H -3.778 -1.199 2.919
H -2.481 0.639 2.381
H -1.025 -0.101 3.232
H -2.455 2.075 4.231
H -1.365 1.037 5.138
H -4.287 -1.340 5.226
H -2.583 -1.305 5.796
C 3.598 -0.218 4.696
C 2.986 0.325 5.988
C 1.812 1.197 5.561
O 1.572 0.919 4.186
C 2.815 0.572 3.600
H 3.398 -1.285 4.637
H 4.643 0.049 4.557
H 3.699 0.930 6.551
H 2.650 -0.472 6.651
H 1.988 2.271 5.725
H 0.863 1.036 6.082
H 3.323 1.485 3.283
H 2.680 -0.082 2.738
C -3.200 -5.686 1.038
C -1.789 -5.796 0.480
C -1.655 -4.465 -0.303
O -2.699 -3.612 0.168
C -3.379 -4.203 1.269
H -3.379 -6.319 1.911
H -3.911 -6.053 0.292
H -1.658 -6.697 -0.122
H -1.004 -5.875 1.234
H -1.753 -4.639 -1.371
H -0.705 -4.045 0.031
H -4.438 -3.946 1.315
H -2.928 -3.917 2.228
C -4.901 -0.953 -0.674
C -5.772 0.263 -1.054
C -4.710 1.182 -1.691
O -3.826 0.274 -2.348
C -3.996 -1.045 -1.886
H -5.459 -1.845 -0.397
H -4.257 -0.713 0.178
H -6.258 0.764 -0.216
H -6.524 0.046 -1.812
H -4.172 1.779 -0.944
H -5.072 1.864 -2.464
H -3.010 -1.409 -1.590
H -4.411 -1.707 -2.652
C 0.713 -2.561 2.764
C 0.571 -4.066 2.441
C -0.452 -4.532 3.506
O -0.768 -3.413 4.335
C 0.241 -2.421 4.191
H 0.018 -2.005 2.125
H 1.701 -2.148 2.558
H 1.534 -4.528 2.666
H 0.354 -4.172 1.382
H -0.045 -5.360 4.088
H -1.407 -4.823 3.062
H 1.023 -2.585 4.944
H -0.145 -1.417 4.376
C 0.185 0.703 0.742
C -0.741 -0.288 0.051
C -0.391 -0.061 -1.428
O 1.031 0.161 -1.371
C 1.363 0.892 -0.205
H 0.476 0.436 1.759
H -0.353 1.651 0.847
H -1.801 -0.061 0.179
H -0.564 -1.319 0.360
H -0.922 0.762 -1.913
H -0.542 -0.961 -2.026
H 1.494 1.961 -0.398
H 2.256 0.466 0.253
C 4.095 -3.828 -1.252
C 3.502 -2.663 -0.476
C 1.988 -2.858 -0.620
O 1.879 -4.274 -0.564
C 2.933 -4.846 -1.335
H 4.970 -4.239 -0.752
H 4.375 -3.472 -2.244
H 3.758 -1.673 -0.869
H 3.781 -2.655 0.578
H 1.600 -2.467 -1.564
H 1.511 -2.385 0.237
H 2.564 -4.937 -2.363
H 3.166 -5.849 -0.985
C 1.570 4.517 -3.827
C 0.191 5.130 -3.681
C -0.426 4.212 -2.623
O 0.670 4.028 -1.713
C 1.920 4.146 -2.390
H 2.266 5.200 -4.323
H 1.572 3.664 -4.510
H -0.414 5.078 -4.589
H 0.191 6.147 -3.291
H -0.770 3.262 -3.039
H -1.272 4.689 -2.131
H 2.448 3.189 -2.362
H 2.533 4.889 -1.876
N -1.262 -2.735 -3.670
C -0.164 -3.476 -3.487
C 0.981 -3.341 -4.249
C 0.998 -2.341 -5.217
C -0.120 -1.549 -5.379
C -1.243 -1.759 -4.579
H -0.280 -4.248 -2.735
H 1.815 -4.029 -4.212
H 1.848 -2.178 -5.867
H -0.152 -0.682 -6.030
H -2.139 -1.149 -4.617
N -0.209 5.098 4.292
C -0.288 6.225 3.591
C 0.192 6.297 2.285
C 0.650 5.165 1.642
C 0.651 3.964 2.355
C 0.211 3.994 3.668
H -0.644 7.080 4.149
H 0.175 7.270 1.807
H 1.034 5.263 0.635
H 0.941 3.000 1.959
H 0.249 3.095 4.271
*
```

Summary:
E_HOMO, eV: -9.09
Gap between HOMO and LUMO, eV: 9.63
SMILES: c1ccncc1.c1ccncc1.C1CCOC1.C1CCOC1.C1CCOC1.C1CCOC1.C1CCOC1.C1CCOC1.C1CCOC1.C1CCOC1.C1CCOC1.C1CCOC1
LUMO energy, eV: 0.5435

***

Record 2
Below is C50H94AgN3O14 as an isolated structure in a non-equilibrium geometry, with properties calculated with wB97M-V/def2-TZVPD.

Structure (ORCA input):
```
! RIJCOSX wB97M-V def2-TZVPD def2/J DEFGRID3
* xyz 1 2
Ag -2.774 -4.153 8.781
C -0.082 -1.393 1.819
C -0.754 -0.913 3.113
C -1.620 0.340 2.910
O -1.393 -1.822 3.977
H 0.367 -0.600 1.221
H -0.837 -1.871 1.195
H 0.655 -2.143 2.106
H 0.079 -0.518 3.694
H -2.652 0.001 2.819
H -1.347 1.042 2.122
H -1.678 0.991 3.783
C -9.592 8.781 -3.648
C -9.100 9.281 -2.275
C -10.264 9.221 -1.272
C -10.524 7.778 -0.844
C -9.271 7.236 -0.201
C -7.993 7.297 -1.142
N -7.930 8.644 -1.781
O -6.794 8.670 -2.588
C -6.784 7.099 -0.161
C -8.060 6.158 -2.227
C -8.794 10.824 -2.463
H -10.439 9.332 -4.054
H -10.008 7.775 -3.609
H -8.826 8.631 -4.408
H -10.093 9.818 -0.377
H -11.115 9.754 -1.697
H -10.951 7.117 -1.598
H -11.286 7.798 -0.066
H -9.511 6.188 -0.021
H -9.144 7.582 0.824
H -5.788 7.076 -0.605
H -6.792 7.886 0.592
H -6.894 6.193 0.435
H -7.148 5.994 -2.801
H -8.387 5.221 -1.776
H -8.877 6.267 -2.941
H -8.423 11.127 -1.484
H -9.677 11.324 -2.861
H -7.960 10.956 -3.151
H -6.988 7.950 -3.193
C 6.144 1.897 -3.745
C 5.385 2.564 -4.864
C 4.477 1.449 -5.457
C 3.258 2.070 -6.129
C 2.565 2.978 -5.201
C 3.375 4.206 -4.826
N 4.609 3.662 -4.237
O 5.390 4.565 -3.515
C 3.686 5.228 -5.951
C 2.601 4.853 -3.667
C 6.339 3.095 -5.969
H 6.853 2.535 -3.218
H 6.670 1.037 -4.159
H 5.442 1.590 -2.970
H 5.019 0.888 -6.219
H 4.063 0.711 -4.770
H 2.453 1.367 -6.346
H 3.449 2.603 -7.060
H 2.380 2.396 -4.298
H 1.678 3.235 -5.780
H 2.839 5.250 -6.637
H 3.923 6.233 -5.601
H 4.363 4.780 -6.677
H 3.182 5.668 -3.236
H 1.722 5.334 -4.098
H 2.333 4.119 -2.907
H 7.001 2.296 -6.303
H 6.800 4.049 -5.712
H 5.686 3.321 -6.812
H 5.312 4.247 -2.613
C 11.001 -7.125 -4.042
C 9.850 -8.129 -3.902
C 10.128 -9.219 -2.832
C 8.900 -10.032 -2.360
C 7.761 -9.103 -2.045
C 7.317 -8.135 -3.162
N 8.557 -7.378 -3.619
O 8.156 -6.572 -4.724
C 6.642 -8.942 -4.277
C 6.368 -7.048 -2.512
C 9.741 -8.832 -5.296
H 11.166 -6.579 -3.113
H 10.917 -6.293 -4.741
H 11.970 -7.610 -4.157
H 10.851 -9.896 -3.287
H 10.639 -8.776 -1.976
H 9.074 -10.588 -1.438
H 8.662 -10.729 -3.164
H 8.007 -8.437 -1.218
H 6.898 -9.690 -1.729
H 6.479 -8.386 -5.200
H 7.256 -9.800 -4.553
H 5.700 -9.396 -3.971
H 5.677 -6.665 -3.263
H 5.774 -7.490 -1.712
H 6.839 -6.227 -1.972
H 9.403 -9.867 -5.270
H 10.742 -8.973 -5.706
H 9.217 -8.252 -6.055
H 8.345 -5.709 -4.347
O 8.667 -2.640 7.507
C 7.874 -2.833 6.536
O 6.897 -3.754 6.582
C 5.998 -3.737 5.470
C 6.899 -3.072 4.400
C 7.850 -2.129 5.208
H 5.192 -3.007 5.551
H 5.667 -4.733 5.175
H 6.391 -2.556 3.585
H 7.455 -3.880 3.924
H 7.535 -1.087 5.259
H 8.900 -2.161 4.919
O 4.811 4.835 3.704
C 3.839 5.163 4.433
O 3.833 4.939 5.745
C 2.634 5.262 6.411
C 1.966 6.121 5.347
C 2.525 5.673 3.998
H 2.912 5.864 7.276
H 2.254 4.263 6.628
H 2.181 7.172 5.540
H 0.883 6.003 5.384
H 2.508 6.307 3.111
H 2.116 4.711 3.690
O -5.636 0.971 9.751
C -5.841 2.147 9.951
O -4.891 3.087 9.605
C -5.398 4.395 9.811
C -6.899 4.173 9.597
C -7.159 2.817 10.138
H -4.869 4.986 9.063
H -5.131 4.783 10.794
H -6.877 4.206 8.508
H -7.574 4.935 9.989
H -7.887 2.211 9.598
H -7.311 2.722 11.213
O -4.641 -11.930 1.848
C -4.155 -10.861 1.463
O -3.647 -10.001 2.307
C -3.124 -8.854 1.647
C -3.004 -9.340 0.142
C -4.076 -10.341 0.051
H -2.163 -8.561 2.070
H -3.677 -7.916 1.701
H -2.031 -9.725 -0.164
H -3.189 -8.582 -0.619
H -3.911 -11.201 -0.597
H -4.994 -9.886 -0.322
O -11.670 -1.906 1.006
C -10.556 -2.498 1.063
O -10.414 -3.715 0.470
C -9.070 -4.213 0.621
C -8.467 -3.365 1.774
C -9.255 -2.104 1.733
H -8.475 -4.195 -0.292
H -9.191 -5.232 0.988
H -7.419 -3.085 1.662
H -8.557 -3.927 2.704
H -8.824 -1.335 1.092
H -9.386 -1.671 2.725
*
```

Summary:
E_HOMO, eV: -8.91
Gap between HOMO and LUMO, eV: 1.34
LUMO energy, eV: -7.5629

***

Record 3
Below is a 13-piece molecular cluster, C50H94O27S8 overall in a non-equilibrium geometry, with properties calculated with wB97M-V/def2-TZVPD.

Structure (ORCA input):
```
! RIJCOSX wB97M-V def2-TZVPD def2/J DEFGRID3
* xyz 0 1
C -3.671 12.276 -6.359
C -3.229 13.157 -5.213
C -3.469 12.676 -3.769
O -2.167 12.365 -3.272
C -1.218 12.770 -4.127
O -0.042 12.705 -3.928
O -1.770 13.258 -5.252
H -3.023 12.446 -7.220
H -4.704 12.494 -6.625
H -3.551 11.217 -6.121
H -3.616 14.171 -5.329
H -4.143 11.821 -3.758
H -3.868 13.439 -3.106
C -4.793 7.740 -8.998
C -4.854 9.169 -9.486
C -6.003 9.547 -10.450
O -6.802 10.427 -9.659
C -6.198 10.708 -8.499
O -6.647 11.427 -7.660
O -5.039 10.040 -8.376
H -3.893 7.577 -8.406
H -4.822 7.029 -9.823
H -5.652 7.537 -8.353
H -3.919 9.398 -9.998
H -6.601 8.690 -10.752
H -5.579 10.039 -11.322
C -5.934 14.223 -9.139
C -5.179 15.502 -9.377
C -4.163 15.894 -8.321
O -3.083 16.453 -9.094
C -3.195 16.072 -10.373
O -2.389 16.245 -11.230
O -4.358 15.388 -10.559
H -6.545 13.994 -10.020
H -6.673 14.300 -8.338
H -5.291 13.358 -8.980
H -5.915 16.285 -9.565
H -3.751 15.039 -7.785
H -4.539 16.695 -7.695
C -7.238 15.551 -5.314
C -6.777 14.961 -4.005
O -6.056 13.991 -3.948
C -7.095 15.761 -2.771
H -6.354 15.703 -5.939
H -7.696 16.522 -5.146
H -7.898 14.870 -5.853
H -8.078 16.233 -2.786
H -6.375 16.589 -2.762
H -6.979 15.201 -1.846
C -7.887 16.529 -11.564
C -8.565 16.028 -12.804
O -9.251 15.030 -12.805
C -8.345 16.785 -14.099
H -6.845 16.190 -11.608
H -8.292 16.092 -10.653
H -7.928 17.614 -11.478
H -7.580 16.290 -14.698
H -8.092 17.830 -13.928
H -9.269 16.734 -14.674
C -5.867 13.852 -13.342
C -4.996 13.270 -14.465
C -5.925 12.454 -15.354
S -6.860 11.466 -14.179
O -6.109 10.270 -13.857
O -8.242 11.382 -14.585
C -6.685 12.668 -12.834
H -6.480 14.664 -13.728
H -5.223 14.264 -12.564
H -4.187 12.661 -14.058
H -4.475 14.005 -15.085
H -5.401 11.820 -16.066
H -6.657 13.059 -15.892
H -6.331 12.183 -11.925
H -7.721 12.931 -12.597
C -2.988 16.022 -16.871
C -3.647 16.857 -15.749
C -2.791 16.809 -14.470
S -1.179 16.116 -14.943
O -1.202 14.732 -14.521
O -0.084 16.989 -14.623
C -1.489 16.092 -16.710
H -3.360 16.372 -17.832
H -3.328 14.991 -16.738
H -4.644 16.489 -15.508
H -3.755 17.895 -16.066
H -3.182 16.101 -13.743
H -2.642 17.784 -14.016
H -0.946 15.246 -17.128
H -1.076 16.996 -17.163
C -10.586 14.851 -7.450
C -9.937 14.958 -8.838
C -10.230 13.746 -9.713
S -10.863 12.474 -8.588
O -10.083 11.272 -8.674
O -12.303 12.450 -8.694
C -10.423 13.375 -7.089
H -11.636 15.143 -7.417
H -10.049 15.537 -6.795
H -8.862 15.102 -8.687
H -10.183 15.895 -9.349
H -9.326 13.413 -10.216
H -11.018 13.880 -10.451
H -9.363 13.160 -6.906
H -10.913 13.043 -6.175
C -7.148 21.391 -7.263
C -7.084 20.899 -5.794
C -6.816 19.412 -5.856
S -7.576 18.796 -7.401
O -8.764 18.035 -7.087
O -6.543 18.177 -8.204
C -8.042 20.428 -8.014
H -6.115 21.341 -7.619
H -7.482 22.426 -7.286
H -7.999 21.122 -5.242
H -6.298 21.450 -5.275
H -7.232 18.767 -5.083
H -5.779 19.089 -5.937
H -9.087 20.576 -7.730
H -8.029 20.518 -9.099
C -3.250 20.917 -6.925
C -2.684 22.096 -7.726
C -1.764 21.630 -8.850
S -2.023 19.825 -8.984
O -0.956 19.137 -8.304
O -2.399 19.423 -10.312
C -3.494 19.790 -7.927
H -4.186 21.123 -6.407
H -2.557 20.523 -6.179
H -2.243 22.816 -7.037
H -3.532 22.632 -8.165
H -0.704 21.759 -8.643
H -2.031 22.035 -9.822
H -3.619 18.761 -7.599
H -4.312 20.088 -8.588
C -1.469 16.258 -3.424
C -0.717 17.268 -4.271
C -1.702 17.839 -5.267
S -3.369 17.689 -4.550
O -4.150 16.768 -5.345
O -3.906 18.978 -4.171
C -2.818 16.847 -3.039
H -0.875 15.963 -2.552
H -1.637 15.264 -3.851
H 0.173 16.819 -4.707
H -0.363 18.049 -3.593
H -1.756 17.309 -6.221
H -1.504 18.869 -5.558
H -3.605 16.211 -2.643
H -2.664 17.661 -2.324
C -0.179 15.639 -7.275
C 0.686 14.903 -6.240
C 1.084 13.572 -6.865
S 1.445 13.955 -8.585
O 0.881 12.986 -9.502
O 2.848 14.278 -8.691
C 0.437 15.478 -8.660
H -0.285 16.697 -7.021
H -1.210 15.274 -7.267
H 0.158 14.720 -5.307
H 1.603 15.474 -6.079
H 0.304 12.807 -6.849
H 1.951 13.107 -6.398
H -0.307 15.275 -9.423
H 1.152 16.244 -8.951
C -0.345 12.416 -12.263
C -0.410 10.876 -12.028
C -1.332 10.608 -10.841
S -2.536 11.916 -10.806
O -2.916 12.261 -9.451
O -3.631 11.629 -11.715
C -1.466 13.173 -11.574
H -0.438 12.540 -13.342
H 0.640 12.807 -12.025
H 0.561 10.446 -11.807
H -0.830 10.445 -12.935
H -0.752 10.732 -9.924
H -1.809 9.631 -10.846
H -1.160 13.853 -10.786
H -2.166 13.713 -12.211
*
```

Summary:
E_HOMO, eV: -9.84
Gap between HOMO and LUMO, eV: 9.63
LUMO energy, eV: -0.2084

***

no.,DFT total energy (a.u.)
1,-2820.87261
2,-3325.47471
3,-7178.56128